{"formula": "C34H63B2N2O7SSi", "method": "ωB97M-V with the def2-TZVPD basis set", "symbols": ["H", "H", "H", "C", "C", "C", "C", "O", "C", "H", "C", "H", "H", "H", "N", "Si", "C", "H", "C", "H", "H", "H", "O", "C", "O", "H", "C", "C", "H", "C", "H", "C", "C", "N", "H", "H", "H", "H", "H", "H", "H", "C", "H", "C", "H", "H", "H", "H", "C", "H", "C", "H", "H", "H", "O", "H", "C", "H", "H", "H", "C", "H", "H", "H", "H", "C", "C", "H", "C", "C", "O", "H", "H", "H", "B", "H", "H", "C", "H", "C", "C", "H", "H", "H", "O", "C", "H", "H", "H", "H", "S", "H", "H", "C", "C", "H", "C", "C", "H", "B", "C", "H", "H", "H", "H", "H", "H", "C", "H", "O"], "xyz": [[-4.0784, -1.9045, -0.9415], [6.7807, 1.0466, -1.8530], [3.8815, 3.9832, 0.3454], [4.2520, 0.7560, 1.8940], [7.3159, 1.9850, -1.5105], [-6.1996, 0.9497, -1.1325], [-3.0022, -0.8364, 1.5072], [9.2217, -2.6027, -3.0417], [-1.4053, -2.5953, 4.0008], [-2.5038, 2.0397, 0.4780], [-10.1943, 0.3925, -4.8244], [3.5507, 3.2952, 1.9814], [1.3405, -2.9886, 2.5228], [-0.4703, 2.5895, 0.1778], [3.7119, 1.5259, -2.1048], [-4.7595, -0.0989, 1.2897], [-4.1732, 2.7632, 1.7043], [-6.1346, 1.7839, 2.1173], [0.3219, -3.3317, 2.7025], [5.0815, -1.6600, 3.6732], [-11.8564, 1.9143, -2.4353], [-2.3529, 1.6942, 2.3047], [-9.4631, 3.1196, -2.8742], [7.1481, -5.1908, -1.8871], [-2.2828, -1.8905, 4.4256], [0.8745, 3.4530, 2.4327], [-5.9420, -1.3863, 2.1167], [-1.1634, -4.0323, 4.3968], [2.7995, -0.6749, -0.4812], [-4.7677, -1.1458, -1.3948], [-11.2995, -0.2722, -3.1073], [3.4596, 3.0762, 0.8686], [8.4786, -3.5294, -2.8971], [5.9314, 2.1811, 0.5702], [-0.0681, -3.7798, 1.7844], [-6.6137, 1.7584, -0.4894], [-10.4016, 0.7320, -5.8431], [-4.6767, -2.1372, -3.3911], [7.9621, -3.4945, -0.8041], [-4.8220, 1.3842, 3.3164], [4.2350, -2.0989, 2.0533], [0.2421, -4.2747, 3.8833], [6.6313, -3.0767, -1.9316], [-5.3027, -0.0485, -0.5482], [-11.9614, 2.5187, -4.1197], [-4.2356, 3.5577, 2.5122], [0.9675, -3.9768, 4.6448], [5.5393, 3.3987, -1.2282], [-6.5484, 0.8085, -2.5623], [6.1500, -5.4367, -1.5233], [-0.4902, 3.6054, 0.6499], [4.2632, 1.3602, 2.8589], [0.4409, -5.3136, 3.6189], [-3.0646, -1.9447, 1.3346], [-0.5071, -2.2119, 3.0514], [-0.6687, 4.3934, -0.1277], [7.4994, -3.7181, -1.7633], [-2.7103, -0.6877, 2.5937], [-6.9778, -1.0995, 1.7776], [6.2743, -3.3619, 0.8646], [-1.6904, 3.7165, 1.7098], [1.6322, 1.7670, 0.8892], [-1.2124, 3.6649, 2.7260], [-9.7414, -0.5978, -4.8678], [1.2755, 4.8507, 1.3536], [8.4670, 1.4604, -0.5383], [-6.0237, -0.2841, -3.3861], [-4.6439, 3.2512, 0.7992], [1.9323, 2.8096, 0.5769], [-11.4290, 0.4153, -3.9471], [3.7432, -0.5814, -0.7051], [7.7398, 2.5018, -2.4138], [6.0050, -0.4017, 1.0021], [-12.3386, 0.1307, -4.4765], [4.4455, 1.7627, 0.5607], [8.9969, 2.3520, -0.0941], [-6.3084, -0.4095, -4.4630], [5.1296, -1.6590, 2.5570], [7.8687, -5.7886, -1.3221], [-5.0323, 1.5383, 2.2203], [7.3228, -5.4429, -3.3707], [3.2797, 0.1904, 1.8464], [6.4222, -5.2014, -3.9421], [3.4954, 2.5147, -1.9632], [8.3751, -4.5610, -3.7829], [6.3642, 2.9125, -0.6398], [-2.3021, 4.6444, 1.5686], [7.6077, -6.4742, -3.5808], [-2.2350, -0.3404, 0.8602], [-1.2248, -4.1560, 5.4764], [6.5612, -2.7805, 2.0747], [6.2956, 0.2060, 2.6673], [9.1986, 0.8342, -1.1289], [-9.9687, 2.1912, -3.4374], [5.5038, -0.2115, 1.9840], [-5.6932, -2.3814, 1.6634], [0.9381, 3.7820, 1.3559], [-11.4382, 1.8455, -3.4375], [-7.2413, 1.5510, -3.0112], [3.9596, 0.8513, -0.7740], [-5.1034, -1.2858, -2.8137], [7.0302, 3.7616, -0.2805], [4.5677, 1.4311, -2.6681], [1.7658, 2.9871, -0.5244], [8.0681, 0.7938, 0.2662], [6.0559, 2.8526, 1.3412], [-5.8649, -1.3758, 3.2372], [-2.6377, 2.4521, 1.5167], [-1.8961, -4.6669, 3.8936], [-9.2792, 1.3132, -4.2137]], "forces_ev_per_a": [[-0.7065, 0.8815, -0.4057], [0.2991, 1.0968, 0.1975], [-0.8378, -0.5303, 0.2298], [1.0786, -0.1648, 0.7020], [-0.0828, -0.7008, 1.1332], [1.0621, -2.4112, -1.7138], [-0.1185, 0.3244, 0.3756], [0.0659, -0.4715, -0.3164], [-0.5987, 0.2215, 0.0892], [0.0552, 0.1565, 1.0978], [-0.0034, -0.3240, -0.2271], [0.0092, -0.1165, -1.0372], [-0.1615, 0.2054, -0.0669], [-0.2532, 0.9327, 0.3313], [0.1030, -0.7855, 0.4746], [-0.1663, -0.7879, 0.6217], [-0.0596, 0.7187, 1.0348], [1.0733, -0.2015, 0.2543], [0.3827, -0.0546, -0.2838], [-0.1229, -0.3013, -0.9574], [0.0435, 0.3313, -0.0869], [-0.2153, 0.5575, -1.0939], [0.2592, -0.3736, -0.2006], [-0.2336, -0.1515, 0.3662], [0.6100, -0.0199, -0.2230], [0.0597, 0.2992, -1.0074], [-0.1284, 0.4465, -0.5712], [0.4888, -0.1235, 0.0882], [0.4981, -0.1351, -0.2333], [-1.1317, 1.1713, -1.0705], [0.0120, 0.0198, -0.0771], [-0.4260, -0.0795, 0.3906], [0.0286, 0.7971, 0.1788], [0.0874, 1.3636, -0.7017], [-0.0259, 0.0397, 0.0292], [0.3386, -0.6379, -0.7950], [0.0174, 0.0203, 0.0367], [-0.5051, 0.9197, 0.3862], [-0.0471, 0.3643, -0.1471], [-0.2002, -0.0060, -1.0233], [0.5214, 0.5863, 0.6813], [0.2095, -0.3925, 0.1808], [0.1082, 0.1249, 0.0802], [-0.0449, -0.3273, -1.9508], [0.0305, 0.0827, 0.1103], [-0.0041, -0.7189, -0.8323], [-0.0116, -0.0146, -0.0834], [0.5538, -0.5640, 0.2909], [0.9842, -1.0431, 0.9293], [0.0324, -0.0165, -0.0836], [0.1060, 0.7898, 1.4814], [-0.2722, -0.5728, -0.8798], [0.0259, 0.0803, -0.0654], [0.2536, 0.9504, 0.0053], [-0.3764, -0.0941, 0.5238], [0.4214, -0.8383, 0.4139], [0.0047, -0.5433, 0.1317], [-0.3142, -0.1840, -1.3490], [0.8182, -0.4289, 0.5502], [-0.4932, 0.7304, 0.7166], [0.2352, -1.2946, -0.9863], [0.3933, 0.8611, -0.5850], [-0.8190, 0.3398, -0.8244], [0.1938, 0.1708, 0.0028], [-0.1702, -0.9051, -0.1216], [0.1603, 0.0338, -0.9935], [0.7589, -0.2998, 1.8192], [0.6517, -0.7200, 0.7228], [0.4889, 1.6294, 0.4543], [-0.4114, -0.2108, 0.0660], [-0.3560, 0.8205, -0.3245], [-0.3578, -0.3623, 0.8231], [-0.6483, 0.4180, 0.6827], [0.0934, -0.0122, -0.0397], [-0.6648, -0.2441, 1.9587], [-0.4144, -0.9937, -0.2900], [0.1924, 0.4346, 1.1911], [0.7399, 0.6661, -1.4039], [-0.0546, 0.0027, -0.0492], [-0.0771, 0.6662, -0.4789], [-0.1748, -0.2626, -0.0622], [0.8233, 0.2704, 0.2081], [0.0285, 0.0205, 0.0207], [0.6211, -0.3438, -0.0869], [0.1470, 0.0784, 0.0462], [1.3853, 0.1626, 0.1923], [0.7089, -0.6366, 0.2556], [0.1141, 0.1352, -0.1667], [-0.5877, -0.6636, 0.5116], [-0.3452, 0.0425, -0.0884], [0.1673, -0.5892, 0.4127], [-0.7069, -0.2882, -0.7315], [-0.5376, 0.7574, 0.5389], [-0.0257, 0.6798, 0.1712], [-0.9237, -0.9988, 0.5661], [-0.3185, 0.6697, 0.6575], [-0.4509, -0.8057, -0.9942], [-0.1033, -0.5618, 0.0644], [0.6920, -0.7006, 0.3306], [-0.1194, 0.1854, -0.9283], [-1.1131, 2.1021, 1.9743], [-0.6086, -0.6880, -0.6068], [-0.6917, 0.1089, -0.0559], [-0.0785, -0.5511, 0.9584], [0.1483, 0.8919, -0.6565], [-0.1079, -0.5380, -0.2434], [-0.0919, -0.2128, -1.0786], [-0.6104, 0.3979, 0.3194], [-0.0877, 0.0676, 0.1015], [-0.1873, 0.1725, 0.1164]], "orbital_gap_ev": 5.727, "e_lumo_ev": 1.716, "e_above_lowest_kj_mol": 302.8, "charge": -1}